DFT (ωB97M-V/def2-TZVPD) results for 2 unconnected molecules or ions with the total composition C20H19BF3N at a distorted geometry.

```
44
Properties=species:S:1:pos:R:3:forces:R:3:nbo_charge:R:1
C 3.492909 2.851731 -1.929181 0.17 -0.11 -0.02 -0.401
N 3.173872 2.061908 -0.752979 0.35 -0.40 0.01 -0.333
C 3.995188 1.141727 -0.143594 -0.59 0.10 0.44 -0.027
C 3.365890 0.655595 1.002346 0.39 0.29 -0.32 -0.346
C 2.099700 1.319134 1.114214 -0.28 0.58 -0.61 -0.037
C 2.004283 2.193797 -0.013732 0.21 -0.57 0.77 0.085
C 0.918802 3.035247 -0.213487 -0.83 0.20 0.41 -0.245
C -0.123022 3.004676 0.739979 1.66 -0.17 -1.20 -0.187
C -0.047834 2.141275 1.837269 -0.85 -0.65 1.33 -0.253
B -1.349023 2.150404 2.937738 2.51 0.03 -2.14 1.170
F -1.183113 1.007186 3.719373 -0.63 -0.19 0.72 -0.563
F -1.168690 3.350244 3.622312 -0.81 0.15 0.75 -0.553
F -2.474511 2.115127 2.112660 -0.88 0.03 0.56 -0.558
C 1.047203 1.298071 2.048119 0.36 0.38 -1.09 -0.231
H 2.639415 3.495026 -2.159067 0.26 -0.17 0.01 0.225
H 4.375257 3.482993 -1.754351 -0.24 -0.12 0.01 0.206
H 3.696278 2.204644 -2.792051 -0.10 0.13 0.15 0.199
H 4.978975 0.914126 -0.544783 -0.23 0.14 0.04 0.202
H 3.812158 0.069010 1.790620 0.18 0.05 -0.18 0.205
H 0.882831 3.697797 -1.075764 -0.10 -0.04 0.15 0.196
H -0.968092 3.671184 0.592767 0.01 -0.21 0.19 0.222
H 1.132958 0.623538 2.896790 -0.35 0.22 0.09 0.204
C 4.412606 -2.510749 0.845104 0.62 0.03 0.72 -0.499
C 4.926683 -2.687938 2.322464 -0.29 0.41 -0.87 -0.472
C 3.686135 -2.491627 3.146241 -0.85 0.10 -1.37 0.039
C 2.579075 -2.241368 2.346060 0.80 -0.17 1.34 -0.308
C 2.956454 -2.172554 0.981223 0.08 -0.82 -0.65 0.307
C 2.064176 -2.110807 -0.139297 -0.51 0.10 -0.41 -0.092
C 0.655595 -2.136740 0.044625 0.30 0.24 0.00 -0.114
C -0.199268 -1.997345 -1.043816 0.01 -0.09 -0.09 -0.214
C 0.318749 -1.842968 -2.337652 0.08 -0.03 0.50 -0.126
C 1.705371 -1.845676 -2.539645 0.23 -0.14 0.19 -0.226
C 2.568042 -2.010929 -1.464072 -0.17 0.16 0.18 -0.135
H 4.964337 -1.721206 0.317802 -0.18 -0.20 0.13 0.264
H 4.569958 -3.443429 0.278545 -0.31 0.32 0.09 0.256
H 5.386343 -3.678450 2.459348 -0.20 0.27 0.17 0.251
H 5.703473 -1.939116 2.536849 -0.21 -0.19 0.21 0.251
H 3.685178 -2.556738 4.232219 -0.14 -0.01 -0.23 0.237
H 1.554927 -2.117515 2.697816 0.43 0.14 0.02 0.262
H 0.248889 -2.267651 1.050631 0.04 0.17 -0.44 0.228
H -1.279179 -2.004809 -0.881585 0.38 0.02 -0.07 0.241
H -0.356581 -1.731140 -3.186520 0.19 0.02 0.26 0.230
H 2.117478 -1.716658 -3.540982 -0.15 -0.09 0.27 0.227
H 3.648286 -2.025981 -1.623394 -0.36 0.11 -0.01 0.215
```
Forces are in eV/Å.

Summary:
LUMO energy: -0.11222 hartree
energy above the lowest of the compared OMol25 structures with the same formula, charge and spin: 1.242 eV
orbital gap: 4.18 eV
highest occupied orbital energy: -0.2658 Ha
multiplicity: 1

***

DFT (ωB97M-V/def2-TZVPD) results for a single C20H19ClN2O3 molecule at a distorted geometry.

```
45
Properties=species:S:1:pos:R:3:forces:R:3:nbo_charge:R:1
C -2.001577 -2.505681 0.398215 0.06 -0.15 0.04 -0.643
C -3.441792 -2.198486 0.231342 -0.57 0.24 -0.10 0.182
N -4.350311 -3.128926 0.359752 0.91 -0.76 0.22 -0.142
O -5.562533 -2.561522 0.155039 -0.58 0.56 -0.17 -0.270
C -5.401513 -1.255772 -0.103585 0.95 0.32 0.02 0.343
C -6.600575 -0.422635 -0.366369 0.09 -0.18 0.03 -0.671
C -4.064893 -0.952183 -0.070277 -0.62 -0.17 0.02 -0.207
C -3.469244 0.397081 -0.311637 -0.53 0.21 -0.14 -0.072
O -2.078423 0.351010 -0.099230 0.12 -0.14 0.05 -0.514
C -1.347812 1.478525 -0.308168 0.17 0.23 0.00 0.390
C -1.868626 2.717559 -0.665741 -0.24 -0.31 0.04 -0.317
C -1.014058 3.791141 -0.863491 0.17 0.01 0.02 -0.184
C 0.348897 3.648404 -0.705878 0.10 0.02 0.01 -0.195
C 0.876798 2.415929 -0.327841 -0.39 0.08 -0.20 -0.115
C 2.359529 2.299179 -0.194730 0.02 -0.04 0.20 0.656
O 3.130545 2.946012 -0.875665 0.02 0.16 -0.19 -0.614
N 2.779338 1.436432 0.762919 0.02 -0.23 0.25 -0.603
C 4.173648 1.114897 0.952220 0.18 0.18 -0.09 -0.252
C 4.474295 -0.324490 0.621759 0.01 -0.13 0.06 -0.036
C 5.354652 -1.067223 1.397212 -0.04 0.10 -0.06 -0.211
C 5.626036 -2.386671 1.079018 0.02 -0.03 -0.02 -0.188
C 5.016068 -2.987442 -0.008013 -0.02 -0.02 -0.05 -0.243
C 4.136621 -2.243265 -0.778166 0.11 0.13 0.18 -0.033
Cl 3.362522 -2.975908 -2.140302 -0.08 -0.09 -0.15 0.005
C 3.865748 -0.920471 -0.475754 0.05 -0.06 -0.01 -0.194
C 0.029784 1.335817 -0.137481 -0.10 0.05 0.00 -0.268
H -1.885255 -3.565472 0.605073 0.05 -0.06 0.01 0.233
H -1.456302 -2.244656 -0.505983 0.09 -0.02 0.00 0.230
H -1.590010 -1.923024 1.219469 0.08 -0.02 0.01 0.227
H -6.655629 0.398057 0.347334 -0.06 0.05 0.04 0.230
H -7.492061 -1.036661 -0.277573 -0.10 0.04 -0.01 0.244
H -6.555037 0.000764 -1.368787 -0.07 0.03 -0.06 0.230
H -3.687884 0.711291 -1.345424 0.11 0.07 0.16 0.185
H -3.938979 1.125151 0.369846 0.13 0.00 -0.14 0.183
H -2.929416 2.858487 -0.801058 -0.09 -0.04 0.00 0.221
H -1.427467 4.746683 -1.149470 -0.03 0.08 -0.01 0.218
H 1.022698 4.473845 -0.871941 0.06 0.07 -0.03 0.235
H 2.103753 0.921414 1.303352 -0.04 0.12 -0.06 0.400
H 4.473848 1.335618 1.982100 0.03 -0.01 -0.14 0.202
H 4.726929 1.777499 0.276330 -0.05 -0.07 0.21 0.256
H 5.832878 -0.609483 2.250472 0.03 0.06 0.11 0.212
H 6.314639 -2.955893 1.684773 0.05 -0.06 0.05 0.218
H 5.218188 -4.016667 -0.258025 -0.01 -0.09 -0.04 0.229
H 3.190135 -0.350885 -1.095625 -0.09 0.01 -0.08 0.223
H 0.401866 0.352609 0.109973 0.07 -0.12 0.02 0.218
```
Forces are in eV/Å.

Summary:
SMILES: Cc1noc(C)c1COc1cccc(C(=O)NCc2cccc(Cl)c2)c1
LUMO energy: 0.01926 hartree
energy above the lowest of the compared OMol25 structures with the same formula, charge and spin: 1.890 eV
orbital gap: 9.52 eV
highest occupied orbital energy: -0.3307 Ha
multiplicity: 1

***

DFT (ωB97M-V/def2-TZVPD) results for a molecular structure, C20H19F3HoN3O7S at a distorted geometry.

```
54
Properties=species:S:1:pos:R:3:forces:R:3:mulliken_spin:R:1
Ho -0.042806 0.986134 0.457534 0.17 0.88 -1.09 4.041
O -0.883032 1.303092 -1.418421 -1.71 0.18 -1.50 -0.008
C -2.084565 1.584284 -2.049882 0.93 0.30 -0.50 -0.002
C -3.286340 0.984145 -1.324807 -0.15 0.45 0.58 0.001
N -3.031704 0.956784 0.123851 -0.47 -0.13 -0.19 -0.002
C -3.447781 2.161858 0.797698 0.47 0.43 -0.18 0.000
C -2.431141 2.662273 1.879330 -0.63 -0.44 -0.73 0.000
O -2.873326 3.384049 2.758109 -0.10 0.40 0.46 0.000
O -1.231503 2.262310 1.737360 -0.23 0.23 0.49 -0.006
C -3.460805 -0.275555 0.798229 0.17 1.24 -0.81 0.001
C -2.356583 -1.352833 0.737037 -1.38 -0.60 -0.11 0.000
O -2.805304 -2.510408 0.710836 0.80 0.18 0.16 0.000
O -1.157460 -0.953661 0.669308 -0.03 -0.45 0.31 -0.003
H -0.676968 -0.558862 -1.938543 -0.01 0.13 -0.35 0.002
H -2.252559 2.672053 -2.257795 0.26 -0.20 0.70 0.000
H -2.096797 1.205375 -3.087244 0.04 -0.38 -0.10 0.000
H -4.180347 1.612142 -1.565463 0.19 -0.48 0.13 0.000
H -3.473420 -0.021585 -1.701672 0.04 -0.12 0.27 0.000
H -3.560576 2.954129 0.033676 0.16 -0.10 0.47 0.000
H -4.414669 2.045808 1.293007 -0.21 0.08 0.08 0.000
H -3.741557 0.011468 1.816308 0.26 -0.40 0.10 0.000
H -4.369109 -0.634397 0.291843 0.12 -0.36 0.29 0.000
S -0.013347 -4.112691 -2.391601 -0.04 0.97 0.25 0.000
C -1.674853 -3.706494 -2.609077 0.26 1.14 -0.24 0.000
C -1.908451 -2.357827 -2.485503 1.46 -0.44 0.02 0.000
C -0.704109 -1.612162 -2.202704 0.05 -1.46 0.53 -0.002
C 0.406287 -2.424522 -2.069652 -1.41 0.33 -0.45 0.000
C 1.742152 -1.957577 -1.708855 0.24 0.79 0.94 0.001
C 2.853261 -2.710388 -2.042216 0.46 -1.21 -0.53 0.000
C 4.122258 -2.268233 -1.698099 0.05 -0.53 -0.21 0.000
C 4.235626 -1.060444 -1.062173 1.14 0.36 0.24 0.001
C 3.101855 -0.352318 -0.733965 -0.84 -0.75 -0.26 -0.001
N 1.869190 -0.788942 -1.000222 -0.19 -0.58 -0.72 -0.002
H -2.383320 -4.446685 -2.916816 -0.18 -0.35 0.13 0.000
H -2.866324 -1.884778 -2.569350 -0.32 -0.06 -0.07 0.000
H 2.716410 -3.685175 -2.564157 0.12 0.90 0.41 0.000
H 5.022679 -2.856639 -1.902477 -0.42 0.11 -0.07 0.000
H 5.220019 -0.665893 -0.790947 -0.38 -0.09 -0.07 0.000
H 3.190300 0.568890 -0.209912 -0.13 0.71 0.30 0.000
F 0.821700 4.159271 -0.989888 0.92 -0.46 -0.12 0.000
C 1.336536 2.825934 -1.046223 -1.44 -1.06 1.96 -0.006
F 2.597362 2.866966 -0.399150 0.61 0.99 -0.95 0.000
F 1.594195 2.657634 -2.372153 0.66 0.31 -0.38 0.000
O 1.524461 2.348120 2.019164 0.29 -0.87 0.93 -0.004
C 1.835057 1.285843 2.577729 0.12 1.00 -0.40 -0.001
C 2.655842 1.135354 3.873566 -0.42 1.25 0.15 0.000
C 2.864609 -0.331103 3.978698 -0.04 -1.44 -0.10 0.000
C 2.098179 -0.913319 2.761718 -0.15 -1.22 -1.00 0.000
O 2.120396 -2.100512 2.422324 0.10 1.32 0.85 0.000
N 1.486700 0.090612 2.048905 0.83 -0.60 1.05 -0.009
H 2.039118 1.517804 4.704280 0.22 0.04 -0.33 0.000
H 3.578280 1.729743 3.844273 -0.29 -0.06 -0.14 0.000
H 2.474969 -0.767082 4.910526 0.11 0.01 -0.33 0.000
H 3.901314 -0.661986 3.863659 -0.06 0.10 0.11 0.000
```
Forces are in eV/Å.

Summary:
LUMO energy (alpha / beta): 0.15540 / 0.15539 hartree
⟨S²⟩: 6.00
energy above the lowest of the compared OMol25 structures with the same formula, charge and spin: 0.000 eV
orbital gap (alpha / beta): 5.66 / 5.66 eV
highest occupied orbital energy (alpha / beta): -0.0524 / -0.0525 Ha
net charge: -2
multiplicity: 5

***

DFT (ωB97M-V/def2-TZVPD) results for a molecular structure, C20H19In2N3O10V at a distorted geometry.

```
55
Properties=species:S:1:pos:R:3:forces:R:3:lowdin_charge:R:1
O -3.182918 0.439352 4.129057 1.40 0.96 0.98 -0.241
V -2.054291 0.953007 5.105382 0.43 -4.00 -0.78 1.073
O -1.642653 -0.369744 5.917356 -0.59 3.14 -1.58 -0.208
In 0.535944 3.719970 5.659222 0.34 0.06 -0.03 1.185
In 4.592230 4.919440 2.905921 0.28 0.39 -0.20 1.141
O 2.012498 3.352493 3.112425 -2.31 -1.14 -0.37 -0.277
C 1.288383 2.614817 2.247949 3.53 0.99 0.67 -0.255
C 0.242900 1.468062 2.684150 -1.58 -0.83 0.63 -0.251
O -0.310495 1.532939 3.915648 -0.91 0.63 0.73 -0.368
H 2.006082 2.236296 1.515721 -0.33 -0.70 -0.30 0.124
H 0.652197 3.306736 1.632065 -0.93 0.35 0.02 0.190
H 0.799677 0.517078 2.622788 1.17 0.36 0.13 0.168
H -0.452954 1.341314 1.848216 -0.41 0.56 0.09 0.128
C -2.471390 -2.374584 0.665378 -0.72 -0.93 0.23 -0.009
C -3.307117 -2.684217 1.743706 0.61 1.09 -1.04 0.081
C -4.411127 -3.587298 1.587084 -0.35 -0.71 0.58 0.154
C -4.572011 -4.293632 0.419910 1.03 0.51 -0.25 -0.094
C -3.722337 -4.054320 -0.646706 -0.24 -0.49 -0.08 0.171
C -2.698638 -3.032156 -0.556446 0.33 0.55 0.97 0.093
N -5.509912 -5.397763 0.324859 -1.97 -1.49 -1.11 -0.313
O -5.623243 -5.973289 -0.750905 0.99 0.80 0.33 0.188
O -6.190883 -5.672955 1.279800 0.49 0.63 0.80 0.210
H -1.675321 -1.659991 0.805865 0.01 0.02 -0.21 0.109
H -3.209444 -2.146602 2.682421 0.02 -0.22 -0.03 0.126
H -5.043196 -3.752612 2.453256 -0.21 -0.19 -0.15 0.161
H -3.803619 -4.670516 -1.536226 -0.09 0.09 -0.09 0.159
H -2.126639 -2.777508 -1.438008 -0.06 -0.11 -0.10 0.121
C 4.244823 -2.654275 -1.243534 -2.50 0.62 -0.21 0.054
C 4.331182 -4.021248 -1.637430 1.47 0.25 -0.07 0.085
C 3.225407 -4.753972 -2.036448 -0.05 -0.45 -0.24 0.061
C 1.997713 -4.151014 -2.061147 -0.03 -0.68 0.12 -0.079
C 1.830367 -2.828569 -1.629220 0.14 0.91 -0.27 0.068
C 2.962541 -2.113903 -1.236634 -0.02 0.23 0.16 -0.045
N 0.856710 -4.934104 -2.570721 0.53 -0.45 -0.72 -0.313
O 1.114555 -5.862130 -3.285313 -0.14 0.23 0.22 0.218
O -0.280116 -4.592495 -2.272959 -0.22 0.57 0.60 0.117
H 4.977074 -1.892688 -1.023318 0.97 -0.87 0.01 0.136
H 5.326896 -4.441953 -1.712951 -0.09 -0.32 0.05 0.150
H 3.321709 -5.759718 -2.427231 0.15 -0.03 0.14 0.157
H 0.890435 -2.313126 -1.769390 -0.11 -0.18 0.14 0.124
H 2.854617 -1.065361 -0.989960 -0.10 -0.04 0.00 0.109
C -0.385178 4.706140 -2.887242 0.82 -1.19 -0.24 -0.005
C -0.289726 6.087287 -2.844453 -1.00 -1.02 -0.20 0.069
C 0.593485 6.686700 -1.930258 0.69 0.13 -0.02 0.115
C 1.415016 5.871434 -1.158710 0.37 1.85 -0.15 -0.105
C 1.360362 4.517163 -1.229147 0.09 -1.83 1.03 0.028
C 0.407486 3.886202 -2.069812 -1.02 1.49 -0.87 0.026
N 2.453069 6.620591 -0.357603 -0.71 0.36 0.14 -0.318
O 2.918367 6.086843 0.645803 0.09 -0.90 0.07 -0.091
O 2.679366 7.742899 -0.695800 0.16 -0.27 -0.09 0.194
H -0.924100 4.152739 -3.645437 -0.60 0.55 0.01 0.136
H -0.950873 6.646845 -3.493854 0.26 0.37 0.03 0.152
H 0.715442 7.762814 -1.936713 0.00 0.00 0.20 0.155
H 1.989377 3.838801 -0.664705 0.43 0.48 0.06 0.113
H 0.242271 2.823780 -2.165701 0.48 -0.11 0.29 0.121
```
Forces are in eV/Å.

Summary:
LUMO energy: -0.67522 hartree
orbital gap: 2.21 eV
highest occupied orbital energy: -0.7565 Ha
net charge: +5
multiplicity: 1

***

Number 1: calculated total energy -31368.9875 eV. Number 2: calculated total energy -42692.9856 eV. Number 3: calculated total energy -84643.5830 eV. Number 4: calculated total energy -81950.2043 eV.